131
Properties=species:S:1:pos:R:3:forces:R:3 method="wB97M-V/def2-TZVPD" total_charge=+1 orbital_gap_ev=9.21 homo_ev=-12.37 spin_multiplicity=1
Br 0.160 0.940 6.778 0.15 0.09 -0.55
S -5.205 1.942 -5.099 0.32 0.00 0.02
S 4.398 3.982 1.192 0.30 0.22 -0.45
S -7.040 0.716 1.868 -0.20 0.44 0.26
S -2.797 2.833 1.164 0.40 0.51 0.72
S -7.704 6.369 -1.287 0.22 -0.28 -0.08
S 3.903 -6.068 -6.602 -0.21 0.31 0.16
S 6.216 -4.575 -1.441 0.45 -0.61 -0.24
O -5.254 1.889 -6.511 -0.13 0.05 -0.08
O -6.118 2.024 1.768 0.12 -0.07 0.22
O 5.919 -6.059 -0.936 0.24 0.16 0.08
O -2.950 1.422 1.111 -0.30 0.12 0.14
O -8.759 6.543 -2.212 -0.08 0.17 -0.06
O -6.341 6.157 -2.104 -0.32 -0.23 -0.08
O 5.247 3.295 2.095 -0.17 -0.25 0.17
O 3.026 4.198 1.481 -0.16 -0.04 0.24
O -2.466 -2.475 1.325 0.02 0.50 0.24
O -7.761 0.561 0.662 -0.02 -0.21 -0.11
O -0.414 1.239 -2.709 0.50 0.31 -0.10
O -8.037 1.259 2.993 0.05 0.08 -0.33
O 6.687 -3.814 -0.341 -0.29 0.26 0.13
O 4.519 3.265 -0.238 0.21 0.07 0.13
O 3.367 -4.621 -7.040 0.27 0.00 0.19
O 0.156 0.656 -0.762 -0.68 0.32 0.80
O 7.434 -4.916 -2.405 -0.32 -0.07 -0.09
O 3.078 -7.065 -7.173 0.03 -0.22 -0.04
O -1.242 3.154 1.029 -0.26 -0.32 0.04
O -0.786 -1.433 -0.463 0.05 -0.16 -0.27
O 5.059 5.371 0.784 -0.35 -0.10 -0.08
O 3.647 -4.236 2.646 -0.16 0.32 -0.08
O -4.633 3.379 -4.667 0.16 -0.06 -0.17
O -7.475 7.286 -0.231 -0.11 0.11 0.16
O -2.989 3.333 2.677 0.02 0.10 -0.50
O 5.310 -6.086 -6.749 0.15 -0.06 -0.13
O 1.035 1.982 4.331 -0.45 -1.25 1.23
O -3.958 1.071 -4.577 -0.20 0.19 0.21
O -3.549 3.690 0.325 -0.23 -0.13 -0.27
O 5.126 -4.135 -2.239 -0.14 0.38 0.09
O -6.249 -0.332 2.407 0.22 -0.22 -0.11
O -7.789 4.897 -0.650 0.21 0.21 0.16
O 3.539 -5.950 -5.044 -0.21 -0.04 -0.17
O -6.326 1.626 -4.295 -0.18 -0.08 0.09
N 0.156 -0.302 1.362 -0.90 -0.52 0.98
N 0.214 0.434 -2.159 0.02 -0.48 0.08
N 2.296 -0.722 1.009 0.58 0.33 0.74
N 1.556 -0.567 3.256 -0.48 0.24 0.01
C -5.682 4.974 -1.634 0.23 0.07 0.36
C -6.807 4.038 -1.246 -0.03 -0.28 -0.46
C -2.099 -0.843 -0.433 -0.72 0.24 0.52
C -3.007 -2.141 2.599 0.00 -0.49 0.00
C -3.543 3.212 -3.755 0.01 -0.23 0.32
C -7.480 2.423 3.618 0.33 0.00 0.31
C 3.379 0.275 0.888 0.73 -0.45 -1.30
C 3.620 -2.013 3.418 -0.23 0.24 -0.46
C -2.303 -2.984 3.637 0.21 0.69 -0.13
C 1.346 -0.536 1.962 0.24 0.42 -1.27
C 3.521 -4.478 1.256 0.49 -0.69 0.22
C 4.930 4.219 -1.235 -0.22 0.27 -0.22
C -2.875 1.928 -4.201 0.12 0.19 -0.36
C -6.704 3.107 2.512 -0.37 0.31 -0.14
C 3.145 -4.610 -4.727 0.24 0.39 0.09
C 5.751 5.234 -0.469 0.43 -0.21 -0.08
C 1.612 -1.193 -0.186 -1.07 -1.76 0.44
C 4.598 -0.361 0.203 -0.42 -0.34 0.37
C 2.537 -4.078 -6.007 -0.41 -0.22 0.04
C 2.865 -0.781 3.895 0.33 -0.36 0.28
C -0.820 4.005 2.106 -0.01 0.52 0.21
C 2.768 -3.231 3.124 0.43 -0.67 -0.08
C 0.656 0.996 4.911 0.41 1.30 -0.97
C -1.706 3.594 3.265 0.44 -0.27 0.20
C 0.200 -0.610 -0.052 1.50 0.69 -1.43
C 0.445 -0.310 4.142 -0.03 0.20 0.71
C 7.920 -6.241 -2.121 0.27 -0.15 0.35
C -3.090 -1.767 0.267 0.27 -0.59 -0.43
C 6.683 -7.007 -1.707 -0.09 -0.20 -0.42
H -3.481 -2.485 -0.451 0.02 -0.27 -0.01
H -5.071 5.241 -0.772 0.02 -0.03 0.02
H 2.676 -0.898 4.957 -0.34 0.05 0.14
H 3.642 0.709 1.841 -0.19 0.00 0.23
H -1.778 4.369 4.022 -0.28 0.02 -0.04
H 0.276 -1.142 4.815 0.12 -0.16 0.10
H 4.034 -4.049 -4.439 -0.03 0.02 0.01
H 8.400 -6.659 -3.001 -0.08 0.20 -0.15
H 1.518 -4.445 -6.152 0.00 0.02 0.02
H -0.471 -0.139 3.592 -0.21 -0.02 -0.03
H 4.180 -1.775 2.520 0.09 -0.05 -0.16
H -3.942 -1.197 0.627 -0.08 0.28 0.01
H -1.355 2.669 3.724 0.04 0.06 0.03
H -2.839 -2.926 4.577 -0.08 -0.24 0.15
H 0.238 3.856 2.305 0.01 -0.19 -0.14
H -7.250 3.557 -2.119 0.04 -0.02 -0.01
H 4.492 -4.779 0.882 0.22 -0.02 0.05
H 4.499 -0.320 -0.876 0.11 0.15 -0.19
H 8.644 -6.173 -1.307 -0.01 -0.02 -0.01
H -8.272 3.046 4.023 -0.17 -0.14 -0.11
H -2.294 1.470 -3.415 -0.33 -0.15 -0.03
H -2.242 2.092 -5.076 0.02 0.02 0.03
H -5.926 3.764 2.890 0.17 -0.14 -0.08
H 5.808 6.195 -0.970 -0.15 0.11 0.18
H -3.949 3.121 -2.745 0.21 -0.16 -0.03
H 2.541 -2.993 -6.055 0.18 -0.01 -0.17
H 3.031 1.048 0.205 -0.25 0.46 0.34
H 3.223 -3.601 0.684 -0.24 0.14 0.03
H -0.704 -0.602 1.808 -0.12 0.09 -0.10
H 3.463 0.120 3.803 0.10 0.14 -0.06
H 6.911 -7.880 -1.104 -0.09 0.11 0.20
H -4.075 -2.354 2.616 -0.17 0.12 -0.07
H 2.274 -3.633 4.009 -0.08 0.15 0.21
H -2.879 4.070 -3.803 -0.12 0.11 -0.17
H -5.049 4.563 -2.415 -0.31 0.36 -0.05
H 5.527 0.099 0.513 0.12 0.18 -0.07
H -2.870 -1.071 2.802 -0.13 0.14 0.01
H 2.859 -5.331 1.111 -0.37 0.15 -0.29
H 6.087 -7.306 -2.572 0.01 0.01 0.00
H 1.450 -2.270 -0.055 0.14 -0.07 -0.02
H -6.822 2.096 4.426 0.00 0.04 0.00
H 2.005 -3.059 2.365 -0.19 0.24 0.03
H -1.311 -2.569 3.808 0.29 -0.15 0.07
H 5.500 3.722 -2.015 0.00 -0.19 0.12
H 2.129 -1.133 -1.131 0.15 0.83 -0.09
H 2.439 -4.618 -3.900 0.01 -0.22 0.01
H -7.363 3.668 1.845 -0.01 0.01 0.03
H -2.113 0.114 0.083 0.54 -0.32 -0.16
H -2.185 -4.000 3.283 -0.16 -0.24 0.10
H 4.635 -1.415 0.462 0.24 -0.18 0.09
H -0.993 5.044 1.822 -0.01 -0.01 -0.01
H -6.491 3.278 -0.535 -0.11 0.08 0.13
H 4.357 -2.298 4.159 0.09 0.09 0.25
H -2.458 -0.648 -1.439 0.16 -0.10 -0.32
H 6.758 4.866 -0.267 -0.01 0.00 -0.03
H 4.035 4.671 -1.668 0.01 0.01 0.00